The following is a DFT calculation (the ωB97M-V functional and the def2-TZVPD basis) of one molecule with the formula C8H8O4 at a distorted geometry.

Element x y z (Å)
C  3.861  0.165  -0.005
O  2.504  0.671  -0.139
C  1.526  -0.231  0.042
O  1.741  -1.433  0.049
C  0.138  0.299  0.068
C  -0.091  1.685  0.024
C  -1.384  2.146  -0.011
C  -2.384  1.209  0.003
C  -2.195  -0.144  0.044
O  -3.206  -1.077  -0.039
C  -0.881  -0.611  -0.006
O  -0.705  -1.978  -0.032
H  4.036  -0.678  -0.735
H  4.485  1.033  -0.153
H  3.962  -0.188  1.062
H  0.789  2.349  0.210
H  -1.643  3.201  -0.072
H  -3.447  1.600  -0.006
H  -2.684  -1.874  -0.082
H  0.282  -2.012  0.116

Output
**SMILES**: COC(=O)c1cccc(O)c1O
**ΔE to the lowest compared entry with this formula, charge and spin**: 4.0 kcal/mol
**Frontier orbital gap**: 9.06 eV
**Largest force on an atom**: 3.6 eV/Å
**Highest occupied orbital energy**: -8.61 eV
**LUMO**: 0.45 eV

The following is a DFT calculation (the ωB97M-V functional and the def2-TZVPD basis) of a 2-piece molecular cluster, C8H8O4 overall at a distorted geometry.

Element x y z (Å)
C  -2.771  0.002  0.072
C  -2.176  0.013  1.289
C  -0.800  -1.456  -0.882
C  -0.208  -1.396  0.312
C  -1.500  -0.117  -0.792
C  -0.685  -0.011  0.744
C  -0.669  0.950  -0.400
C  2.614  0.341  0.186
O  -0.999  2.214  -0.317
O  3.005  -0.623  1.083
O  1.162  0.615  -1.584
O  2.098  -0.163  -0.988
H  -3.631  0.355  -0.388
H  -2.436  -0.130  2.319
H  -0.975  -2.146  -1.734
H  0.323  -1.889  0.984
H  3.378  1.083  -0.045
H  1.722  0.893  0.700
H  -1.084  2.547  -1.157
H  3.634  -1.081  0.599

Output
**ΔE to the lowest compared entry with this formula, charge and spin**: 289.3 kcal/mol
**Frontier orbital gap (alpha / beta)**: 7.72 / 7.98 eV
**Largest force on an atom**: 5.0 eV/Å
**Highest occupied orbital energy (alpha / beta)**: -7.68 / -7.90 eV
**LUMO (alpha / beta)**: 0.03 / 0.08 eV

The following is a DFT calculation (the ωB97M-V functional and the def2-TZVPD basis) of one molecule with the formula C8H8O4 at a distorted geometry.

Element x y z (Å)
C  3.228  -1.515  0.378
O  2.099  -1.251  -0.421
C  1.139  -0.383  -0.153
C  -0.237  -0.761  -0.140
C  -1.185  0.159  -0.083
C  -2.598  -0.563  0.052
O  -2.756  -1.785  0.177
O  -3.589  0.281  -0.141
C  -1.075  1.520  0.232
C  0.227  2.023  0.189
C  1.321  1.100  -0.094
O  2.598  1.371  -0.196
H  4.135  -0.836  0.119
H  3.492  -2.489  0.176
H  3.138  -1.732  1.442
H  -0.381  -1.806  -0.183
H  -3.387  1.156  -0.394
H  -1.977  2.033  0.592
H  0.446  3.012  0.361
H  2.789  2.261  0.248

Output
**SMILES**: COc1cc(C(=O)O)ccc1O
**ΔE to the lowest compared entry with this formula, charge and spin**: 57.2 kcal/mol
**Frontier orbital gap**: 8.84 eV
**Largest force on an atom**: 5.7 eV/Å
**Highest occupied orbital energy**: -8.45 eV
**LUMO**: 0.39 eV

The following is a DFT calculation (the ωB97M-V functional and the def2-TZVPD basis) of one molecule with the formula C8H8OS at a distorted geometry.

Element x y z (Å)
C  -0.792  -1.282  3.052
S  -1.803  -1.463  1.518
C  -0.821  -0.568  0.332
C  -0.775  0.816  0.403
C  -0.044  1.495  -0.595
C  0.677  0.866  -1.545
C  1.393  1.592  -2.593
O  1.539  2.757  -2.622
C  0.546  -0.512  -1.660
C  -0.154  -1.235  -0.687
H  -0.555  -0.296  3.352
H  -1.494  -1.710  3.773
H  0.447  -1.733  2.923
H  -1.408  1.396  1.360
H  0.190  2.594  -0.539
H  2.036  0.809  -3.397
H  1.013  -1.261  -2.510
H  0.005  -2.264  -0.565

Output
**SMILES**: CSc1ccc(C=O)cc1
**ΔE to the lowest compared entry with this formula, charge and spin**: 20.7 kcal/mol
**Frontier orbital gap**: 8.91 eV
**Largest force on an atom**: 4.2 eV/Å
**Highest occupied orbital energy**: -9.00 eV
**LUMO**: -0.10 eV

The following is a DFT calculation (the ωB97M-V functional and the def2-TZVPD basis) of one molecule with the formula C8H8OS at a distorted geometry.

Element x y z (Å)
C  -3.192  0.282  -0.489
O  -2.043  1.020  -0.149
C  -0.855  0.372  -0.003
C  -0.687  -1.001  -0.172
C  0.556  -1.643  -0.024
C  1.557  -0.802  0.335
C  1.394  0.561  0.504
C  0.229  1.227  0.334
C  2.753  -0.004  0.676
S  4.027  0.281  -0.601
H  -3.998  1.011  -0.555
H  -3.436  -0.459  0.279
H  -3.078  -0.219  -1.456
H  -1.535  -1.612  -0.438
H  0.657  -2.705  -0.189
H  0.068  2.288  0.431
H  3.204  -0.080  1.660
H  4.379  1.484  -0.146

Output
**SMILES**: COc1ccc2c(c1)[C@@H]2S
**ΔE to the lowest compared entry with this formula, charge and spin**: 30.1 kcal/mol
**Frontier orbital gap**: 9.28 eV
**Largest force on an atom**: 1.6 eV/Å
**Highest occupied orbital energy**: -8.46 eV
**LUMO**: 0.82 eV

The following is a DFT calculation (the ωB97M-V functional and the def2-TZVPD basis) of one molecule with the formula C8H8S2 at a distorted geometry.

Element x y z (Å)
C  -1.164  -1.095  2.019
C  0.109  -1.617  2.084
C  -1.397  -0.373  0.792
C  1.112  -1.447  1.091
C  -0.437  -0.038  -0.107
C  0.831  -0.679  0.031
C  -0.664  0.639  -1.441
C  0.495  1.453  -1.892
S  2.111  -0.370  -1.193
S  0.866  2.779  -0.838
H  -1.968  -1.329  2.630
H  0.325  -2.014  3.115
H  -2.398  0.117  0.650
H  1.943  -2.119  1.120
H  -0.796  -0.150  -2.245
H  -1.522  1.427  -1.316
H  0.749  1.599  -3.008
H  1.806  3.217  -1.493

Output
**ΔE to the lowest compared entry with this formula, charge and spin**: 0.6 kcal/mol
**Frontier orbital gap**: 7.25 eV
**Largest force on an atom**: 4.8 eV/Å
**Highest occupied orbital energy**: -7.82 eV
**LUMO**: -0.56 eV